{"formula": "C69H68F10N9NaO8P2S2", "method": "the ωB97M-V functional and the def2-TZVPD basis", "e_homo_ev": -4.7615, "e_tot_ha": -6404.8902, "spin_multiplicity": 1, "species": ["C", "C", "H", "C", "H", "C", "H", "H", "O", "C", "H", "H", "C", "C", "C", "O", "H", "H", "C", "F", "N", "H", "C", "C", "F", "C", "C", "H", "C", "F", "C", "N", "C", "H", "H", "H", "H", "C", "H", "C", "H", "H", "C", "P", "C", "H", "H", "C", "O", "N", "C", "C", "H", "C", "H", "C", "C", "O", "H", "H", "C", "H", "C", "H", "N", "H", "C", "F", "C", "O", "F", "C", "C", "C", "H", "C", "S", "S", "F", "H", "N", "H", "H", "C", "C", "F", "H", "H", "H", "C", "H", "H", "H", "C", "C", "H", "H", "C", "C", "H", "H", "H", "H", "H", "H", "C", "F", "C", "H", "O", "C", "F", "O", "C", "H", "H", "H", "C", "H", "H", "P", "O", "C", "H", "H", "H", "H", "C", "C", "C", "Na", "H", "C", "C", "H", "H", "C", "H", "H", "C", "H", "H", "H", "C", "C", "N", "C", "H", "C", "F", "C", "C", "N", "C", "C", "H", "C", "C", "H", "N", "C", "H", "C", "C", "H", "N", "C", "H", "C"], "coordinates": [[4.31, -3.13, 3.74], [-2.42, 3.92, 0.04], [2.94, -8.44, 0.49], [-3.27, -1.56, 3.20], [-6.41, -0.24, -0.87], [-2.79, 2.70, 3.11], [-6.05, -3.40, 3.28], [2.82, -4.65, 4.41], [1.66, 0.34, -3.68], [3.86, 0.86, -0.64], [3.18, 7.80, -1.46], [4.91, 4.39, 1.67], [-0.68, -0.43, -5.54], [-1.06, -0.14, 3.91], [-5.58, 0.13, -1.46], [1.26, 3.42, 0.05], [2.50, 4.49, 3.95], [-4.42, 4.34, 0.59], [2.84, -3.08, 1.77], [0.72, 1.22, -7.85], [-1.65, 0.15, 2.75], [-4.15, -1.10, -0.47], [4.87, 7.14, -0.32], [1.91, -2.36, 1.00], [-7.31, 2.30, -3.80], [-5.18, 2.17, 3.46], [2.69, 3.60, -3.39], [1.45, -2.05, -4.54], [3.56, 7.06, -0.77], [-2.98, -7.08, -1.17], [-2.10, -6.41, -0.42], [3.16, -6.26, -0.13], [2.31, 1.13, 2.56], [5.03, -6.20, -1.13], [3.91, -4.91, 2.00], [5.34, -3.14, 3.38], [4.09, -8.27, -2.17], [4.11, -3.02, 5.22], [-2.53, -5.14, -2.75], [3.17, -1.12, 3.07], [-0.64, 7.39, 4.31], [2.69, 0.46, -5.45], [4.90, -7.90, 0.24], [1.70, 2.38, -1.22], [4.61, -6.43, -0.14], [-5.17, -2.69, 4.58], [-0.12, 5.24, 0.65], [2.68, -4.97, 0.25], [-4.67, -2.43, 1.48], [-3.05, 2.79, 1.85], [2.73, 6.04, -0.33], [-0.76, 4.07, -3.81], [2.50, -8.98, -1.89], [1.26, 4.79, 2.23], [-2.65, 1.47, -3.55], [-1.87, -4.06, 0.39], [-2.31, -4.45, -1.95], [3.25, 2.14, -0.74], [-2.32, -2.72, -3.20], [4.55, -5.14, 4.68], [1.34, -2.99, -0.10], [2.08, 3.10, -4.14], [-4.44, -2.32, 2.67], [2.38, -2.28, -3.04], [-5.23, -2.93, 3.61], [1.53, -6.97, -1.22], [-2.74, -0.53, 2.42], [1.11, -4.78, -1.55], [-0.61, -0.57, -3.03], [1.32, 1.74, 2.06], [-7.64, 2.35, -1.67], [1.70, 0.25, -5.05], [2.60, -6.88, -1.34], [-7.20, 1.57, -2.68], [-5.26, 4.29, 3.10], [4.54, 5.15, 0.99], [2.28, 3.70, 1.25], [-1.39, 3.26, 3.92], [-2.33, -6.75, 0.87], [-2.31, -0.70, -4.27], [-2.19, 2.94, 0.85], [-1.20, 6.17, -3.81], [-5.73, 1.41, 4.03], [-1.71, 4.02, -1.23], [-5.80, 1.08, -2.44], [2.30, -0.24, -7.61], [-0.26, 2.03, -3.35], [-4.92, 2.30, -3.96], [-5.17, 1.89, 2.41], [1.56, -0.96, 1.27], [-1.02, -1.32, 5.71], [3.25, -2.46, 5.56], [-0.19, 0.47, 4.15], [-0.09, 6.66, 3.73], [5.36, 6.18, 0.57], [4.89, 0.96, -0.96], [-3.22, -0.24, 1.49], [-5.84, 3.53, 3.63], [1.66, 5.04, 3.53], [2.89, 4.63, -3.71], [3.35, 0.13, -1.27], [2.80, -6.29, -2.24], [3.74, -0.66, 3.87], [4.98, -2.93, 5.86], [6.38, 6.24, 0.92], [3.85, -4.33, 4.53], [-8.08, 0.55, -2.78], [-3.51, 4.91, 0.39], [-1.34, -0.55, -6.38], [3.27, 1.63, 3.15], [-4.74, 1.56, -3.20], [-0.87, -6.97, -0.72], [0.71, -0.37, 0.60], [-1.23, -0.58, -4.27], [0.63, -2.45, -0.69], [3.88, -9.70, -0.10], [3.84, 0.52, 0.40], [-4.30, -0.35, -1.24], [-1.33, 6.93, 1.99], [-3.71, 5.63, -0.40], [-1.52, -0.39, -1.47], [2.02, 3.69, -2.14], [0.88, -0.70, -2.95], [3.64, 3.07, -3.29], [5.09, -5.77, 0.58], [-3.25, 5.42, 1.32], [0.69, -2.84, -3.16], [-1.52, -1.12, 4.77], [-0.69, 2.96, -2.99], [-1.69, 5.23, -1.95], [-0.26, 1.49, 0.71], [1.18, -0.54, -1.92], [0.19, 5.46, 1.66], [3.23, 5.09, 0.55], [-3.66, 2.42, 4.87], [5.05, -8.02, 1.31], [-2.11, -4.94, -0.65], [-0.43, 4.02, -4.84], [1.27, 6.16, 5.30], [1.71, -4.26, -0.46], [5.77, -8.28, -0.29], [-6.85, 3.52, 3.21], [-2.03, 6.15, -1.49], [0.67, -0.08, -5.86], [-2.64, -1.86, 4.40], [-1.14, 2.92, -1.74], [-1.21, 5.25, -3.25], [-1.75, -4.44, 1.40], [1.39, -2.06, -3.45], [0.29, -0.89, -8.06], [-0.49, 6.40, 2.42], [3.23, -8.27, -1.51], [3.70, -8.70, -0.15], [2.32, -0.36, 2.34], [-3.22, 0.11, -1.99], [-1.54, -2.02, 0.93], [-1.92, -2.20, -1.16], [-1.77, -2.70, 0.13], [-5.90, 3.81, 4.68], [-3.79, 2.15, 3.91], [-2.20, -3.09, -2.19], [1.71, 5.98, -0.68], [-3.46, 1.08, -2.96], [0.98, 5.98, 4.28], [-2.99, -2.66, 5.03], [3.39, -2.45, 2.87], [0.99, -0.01, -7.32], [5.52, 7.93, -0.66], [3.20, -4.37, 1.39]]}